{
  "formula": "FeI",
  "method": "wB97M-V/def2-TZVPD",
  "symbols": ["I", "Fe"],
  "xyz": [[0.05076, 1.15261, -0.86486], [-0.05076, -1.15262, 0.86486]],
  "s_squared": 6.008,
  "multiplicity": 5,
  "e_homo_ev": [-14.300, -14.214],
  "orbital_gap_ha": [0.2290, 0.2266],
  "de_lowest_kj_mol": 94.3,
  "largest_force_ev_per_a": 2.851,
  "charge": 1,
  "e_tot_ha": -1561.02905,
  "e_lumo_ha": [-0.296, -0.296]
}